No. 1
Formula: C41H54FIN10O4S
Source: the Open Molecules 2025 dataset
Level of theory: ωB97M-V/def2-TZVPD

Calculated values
Kohn-Sham gap in eV: 6.3

Structure (ORCA input):
```
! RIJCOSX wB97M-V def2-TZVPD def2/J DEFGRID3
* xyz 0 1
O -2.2184 2.2745 1.1964
C -1.1866 1.4041 1.3502
O -1.1885 0.2189 0.4741
C 0.2044 -0.2923 0.2788
C 0.5266 -1.3250 1.5115
C 1.3334 -2.7065 1.0247
C 2.9604 -2.5578 1.1596
N 3.7338 -2.7542 -0.1251
I 3.0498 -1.5725 -1.6702
S 5.4333 -2.3237 0.0475
O 5.8458 -1.4724 -1.2154
O 5.7426 -1.4332 1.2759
F 6.4243 -3.7191 0.1531
H -0.3664 1.6778 2.1446
H 0.2113 -0.7982 -0.7907
H 0.9626 0.6289 0.2577
H 1.1206 -0.7757 2.3752
H -0.5119 -1.6487 1.9754
H 0.9515 -3.0835 -0.0171
H 0.9926 -3.5374 1.8116
H 3.3233 -3.4216 1.8996
H 3.1734 -1.5513 1.7206
N 1.9156 3.0585 -2.8607
C 2.4267 1.9684 -3.5158
C 3.7424 2.2346 -3.8226
C 4.0369 3.5284 -3.3300
C 2.8918 4.0127 -2.7382
H 0.9668 3.1448 -2.5201
H 1.8116 1.0997 -3.7084
H 4.4176 1.5684 -4.3438
H 4.9826 4.0503 -3.3989
H 2.6884 4.9527 -2.2428
N 2.1951 7.4646 -3.9795
C 2.4154 8.2420 -2.8724
C 2.8903 9.4627 -3.2972
C 2.9531 9.4222 -4.7106
C 2.5152 8.1778 -5.1054
H 1.8494 6.5138 -3.9677
H 2.2174 7.8605 -1.8797
H 3.1611 10.2932 -2.6582
H 3.2816 10.2155 -5.3695
H 2.4056 7.7396 -6.0884
N -0.5104 -5.5721 3.8478
C -1.6474 -4.8357 4.0565
C -1.6630 -4.4416 5.3758
C -0.4913 -4.9533 5.9827
C 0.2034 -5.6448 5.0156
H -0.2400 -5.9950 2.9693
H -2.3469 -4.6570 3.2509
H -2.4344 -3.8484 5.8496
H -0.1866 -4.8302 7.0140
H 1.1415 -6.1820 5.0587
N 3.0534 -7.8477 3.5500
C 3.1471 -9.1634 3.9221
C 4.3265 -9.6652 3.4185
C 4.9694 -8.6134 2.7232
C 4.1627 -7.5020 2.8229
H 2.2862 -7.2284 3.7771
H 2.3680 -9.6292 4.5105
H 4.6855 -10.6789 3.5400
H 5.9190 -8.6613 2.2060
H 4.2821 -6.4977 2.4387
N -3.6182 -7.6491 3.1223
C -4.5467 -6.7601 2.6469
C -5.7933 -7.3253 2.7976
C -5.6106 -8.5976 3.3902
C -4.2582 -8.7704 3.5825
H -2.6175 -7.5006 3.1328
H -4.2416 -5.8046 2.2417
H -6.7329 -6.8699 2.5127
H -6.3826 -9.3106 3.6494
H -3.6979 -9.5938 4.0050
N -4.4690 -2.3401 -0.2417
C -3.4858 -1.4452 -0.5750
C -3.3720 -1.4294 -1.9472
C -4.3241 -2.3426 -2.4598
C -4.9895 -2.8885 -1.3849
H -4.7648 -2.5607 0.7004
H -2.9517 -0.8988 0.1909
H -2.6790 -0.8245 -2.5175
H -4.5054 -2.5764 -3.5009
H -5.7858 -3.6191 -1.3358
N 1.2105 -0.4000 6.0440
C 1.7216 -1.4900 5.3889
C 3.0373 -1.2238 5.0820
C 3.3318 0.0700 5.5747
C 2.1868 0.5543 6.1665
H 0.2617 -0.3136 6.3846
H 1.1065 -2.3587 5.1962
H 3.7125 -1.8900 4.5609
H 4.2775 0.5919 5.5058
H 1.9833 1.4943 6.6618
N -1.0016 6.4872 -3.8589
C -1.1446 5.1928 -3.4314
C -2.3745 5.0791 -2.8226
C -2.9976 6.3481 -2.8906
C -2.1289 7.1978 -3.5381
H -0.1915 6.8595 -4.3371
H -0.3604 4.4659 -3.5952
H -2.7796 4.1790 -2.3787
H -3.9751 6.6133 -2.5089
H -2.2157 8.2448 -3.7962
N -4.1955 8.5248 -5.9365
C -5.3220 9.1577 -6.3940
C -4.9341 10.1015 -7.3187
C -3.5246 10.0313 -7.4270
C -3.0951 9.0474 -6.5648
H -4.1789 7.7870 -5.2444
H -6.3003 8.8840 -6.0222
H -5.5950 10.7676 -7.8579
H -2.8912 10.6332 -8.0657
H -2.1032 8.6764 -6.3441
*
```

Mulliken atomic charge list, values in e, 5 entries: -0.504 0.121 -0.283 -0.284 -0.156


No. 2
Formula: C41H54LaN7PS2Si
Source: the Open Molecules 2025 dataset
Level of theory: ωB97M-V/def2-TZVPD

Calculated values
ΔE to the lowest compared entry with this formula, charge and spin in eV: 0.0946
Kohn-Sham gap in eV: 6.1

Structure (ORCA input):
```
! RIJCOSX wB97M-V def2-TZVPD def2/J DEFGRID3
* xyz 1 1
La 0.3343 0.1374 -0.6962
C -1.4312 4.4967 1.7337
C -0.6759 3.3303 1.1580
N -1.2241 2.4740 0.3812
N -2.5399 2.6801 0.1059
C -3.1781 2.0326 -0.9080
N -4.4551 2.4285 -1.0626
S -2.5292 0.8399 -1.8599
C 0.7988 3.2214 1.3813
C 1.4614 4.0327 2.2916
C 2.8512 4.0326 2.3162
C 3.5349 3.2303 1.4262
C 2.7905 2.4014 0.6001
N 1.4622 2.3777 0.5902
H -2.0007 5.0057 0.9506
H -2.1267 4.1694 2.5144
H -0.7695 5.2433 2.1586
H -3.0299 3.4087 0.5884
H -4.8328 3.2438 -0.6113
H -4.9698 2.0272 -1.8275
H 0.9137 4.6575 2.9831
H 3.3835 4.6706 3.0116
H 4.6170 3.2293 1.3744
H 3.2865 1.7264 -0.0932
C 2.9333 2.9698 -6.9298
Si 2.8917 3.5309 -5.1569
C 4.4375 4.5145 -4.8186
C 1.4184 4.6254 -4.9074
C 3.0409 1.9624 -4.0981
C 4.1482 1.1746 -4.3931
C 4.4152 -0.0154 -3.7164
C 3.5382 -0.3826 -2.7324
N 2.4610 0.3433 -2.4002
C 2.1875 1.4992 -3.0629
S 0.7368 2.3197 -2.5484
H 2.9435 3.8445 -7.5912
H 2.0590 2.3614 -7.1867
H 3.8312 2.3798 -7.1470
H 4.4718 5.3923 -5.4758
H 5.3393 3.9211 -5.0094
H 4.4775 4.8669 -3.7815
H 1.4947 5.4617 -5.6152
H 1.3799 5.0265 -3.8914
H 0.4817 4.0927 -5.0928
H 4.8310 1.4879 -5.1821
H 5.2734 -0.6303 -3.9549
H 3.6929 -1.3021 -2.1760
N 2.2585 -1.8612 0.3596
C 3.4292 -1.8695 1.2670
C 3.0555 -1.5705 2.7131
C 2.8398 -0.0748 3.0103
C 1.4079 0.3301 3.3044
N 0.4870 0.0032 2.2008
H 1.6380 -2.6230 0.6142
H 2.5874 -2.0979 -0.5697
H 4.1321 -1.1118 0.9161
H 3.9437 -2.8292 1.2209
H 3.8646 -1.9506 3.3358
H 2.1662 -2.1564 2.9892
H 3.2082 0.5103 2.1667
H 3.4374 0.2198 3.8764
H 1.3687 1.4066 3.4769
H 1.0797 -0.1542 4.2297
H -0.4407 0.3329 2.4529
H 0.3918 -1.0058 2.1445
C -0.0270 -5.0847 0.9406
C -1.3850 -5.1538 1.6030
C -1.8161 -6.3641 2.1420
C -3.0500 -6.4788 2.7659
C -3.8766 -5.3690 2.8641
C -3.4598 -4.1551 2.3354
C -2.2262 -4.0321 1.6980
P -1.6803 -2.4138 0.9952
C -2.5932 -1.2276 2.0743
C -3.4214 -0.2362 1.5407
C -4.0126 0.7276 2.3529
C -3.7660 0.7243 3.7163
C -2.9354 -0.2507 4.2584
C -2.3476 -1.2352 3.4677
C -1.5078 -2.2932 4.1518
C -2.5270 -2.3841 -0.6229
C -3.9184 -2.5232 -0.7142
C -4.5666 -2.4936 -1.9319
C -3.8073 -2.3489 -3.0935
C -2.4334 -2.2481 -3.0259
C -1.7408 -2.2604 -1.7985
C -0.2653 -2.1339 -1.7700
H 0.4438 -6.0675 0.9179
H 0.6374 -4.4076 1.4892
H -0.1008 -4.7242 -0.0880
H -1.1704 -7.2340 2.0685
H -3.3633 -7.4316 3.1771
H -4.8415 -5.4442 3.3519
H -4.1048 -3.2884 2.4389
H -3.6084 -0.2275 0.4719
H -4.6824 1.4643 1.9189
H -4.2276 1.4637 4.3611
H -2.7437 -0.2563 5.3276
H -1.0371 -1.8900 5.0509
H -0.7275 -2.7022 3.5028
H -2.1298 -3.1424 4.4519
H -4.5057 -2.6596 0.1888
H -5.6444 -2.5964 -1.9806
H -4.2980 -2.3362 -4.0611
H -1.8576 -2.1706 -3.9423
H 0.1406 -2.2269 -2.7793
H 0.1741 -2.9275 -1.1632
*
```

Mulliken atomic charge list, values in e, 5 entries: 2.084 -2.039 0.320 0.578 -0.534


No. 3
Formula: C41H54N5O2Zr
Source: the Open Molecules 2025 dataset
Level of theory: ωB97M-V/def2-TZVPD

Calculated values
ΔE to the lowest compared entry with this formula, charge and spin in eV: 0.4094
Kohn-Sham gap in eV: 6.4

Structure (ORCA input):
```
! RIJCOSX wB97M-V def2-TZVPD def2/J DEFGRID3
* xyz 3 1
Zr -0.0647 -0.1174 -0.0783
C 4.4555 -2.8848 5.0344
C 2.9512 -3.1507 4.9529
C 2.2805 -2.6436 6.2466
C 2.7159 -4.6638 4.8020
C 2.3016 -2.4262 3.7967
C 2.9841 -1.5143 2.9878
C 2.3220 -0.8720 1.9666
N 1.0216 -1.0601 1.6907
C 0.3360 -1.9298 2.4741
C 0.9450 -2.6157 3.5036
C -1.1018 -2.0631 2.1483
C -1.9822 -2.8044 2.9062
C -3.3440 -2.8630 2.5824
C -3.7351 -2.1692 1.4353
C -2.8080 -1.4508 0.7133
N -1.5123 -1.3689 1.0594
C -4.3095 -3.6332 3.4558
C -5.7519 -3.5320 2.9561
C -3.8883 -5.1139 3.4763
C -4.2286 -3.0543 4.8824
H 4.8693 -3.4468 5.8698
H 4.6750 -1.8308 5.2141
H 4.9728 -3.2130 4.1305
H 2.7456 -3.1310 7.1027
H 1.2134 -2.8712 6.2668
H 2.4102 -1.5655 6.3565
H 3.2180 -5.1872 5.6145
H 3.1278 -5.0312 3.8604
H 1.6579 -4.9254 4.8481
H 4.0317 -1.3058 3.1445
H 2.8544 -0.1677 1.3422
H 0.3698 -3.3119 4.0948
H -1.6234 -3.3428 3.7703
H -4.7583 -2.1988 1.0922
H -3.0960 -0.9210 -0.1858
H -5.8815 -4.0340 1.9957
H -6.0810 -2.4946 2.8682
H -6.4113 -4.0214 3.6710
H -3.9279 -5.5461 2.4754
H -4.5771 -5.6692 4.1121
H -2.8817 -5.2496 3.8748
H -4.4745 -1.9901 4.8878
H -3.2398 -3.1895 5.3227
H -4.9470 -3.5693 5.5186
O 1.3757 1.7461 0.4835
C 2.5695 2.1560 -0.2426
C 2.2308 2.5699 -1.6666
C 1.3642 1.5116 -2.3682
C 2.0365 0.1659 -2.3473
C 2.9640 -0.1863 -3.3106
C 3.6257 -1.4011 -3.2117
C 3.3457 -2.2280 -2.1315
C 2.4097 -1.8174 -1.2098
N 1.7497 -0.6444 -1.3037
H 0.9164 2.5507 0.7470
H 3.2405 1.2988 -0.2428
H 3.0601 2.9669 0.2932
H 3.1674 2.7099 -2.2082
H 1.7057 3.5275 -1.6728
H 1.1743 1.8182 -3.3952
H 0.3926 1.4437 -1.8577
H 3.1640 0.4875 -4.1332
H 4.3506 -1.6961 -3.9588
H 3.8439 -3.1785 -2.0064
H 2.1804 -2.4442 -0.3583
C -1.1586 -4.9063 -2.9479
C -0.5294 -4.4927 -1.7593
C -0.5345 -3.1720 -1.4009
C -1.1516 -2.1846 -2.2113
C -1.1295 -0.7920 -1.8569
C -1.7727 0.0874 -2.7111
C -2.4222 -0.3332 -3.8869
C -2.4297 -1.6570 -4.2262
C -1.7930 -2.6160 -3.4022
C -1.7827 -3.9892 -3.7456
H -1.1504 -5.9527 -3.2206
H -0.0471 -5.2326 -1.1325
H -0.0702 -2.8729 -0.4625
H -1.7927 1.1505 -2.4922
H -2.9052 0.3991 -4.5205
H -2.9234 -1.9896 -5.1310
H -2.2798 -4.2986 -4.6567
C -4.5415 3.0088 0.2596
N -3.1207 2.7021 0.0723
C -2.6109 3.1874 -1.2145
C -2.3119 2.0534 0.9163
O -1.2358 1.5088 0.4187
N -2.5432 1.9921 2.2356
C -1.6174 1.3348 3.1605
C -3.6506 2.6666 2.9224
H -5.0368 2.8530 -0.6977
H -4.6971 4.0484 0.5483
H -5.0048 2.3469 0.9805
H -2.7999 4.2597 -1.2784
H -3.1290 2.6999 -2.0400
H -1.5443 3.0163 -1.2964
H -0.7008 1.0426 2.6697
H -2.0868 0.4620 3.6188
H -1.3665 2.0380 3.9536
H -3.8372 3.6532 2.5094
H -3.3731 2.7921 3.9649
H -4.5631 2.0724 2.8962
*
```

Mulliken atomic charge list, values in e, 5 entries: -0.817 -2.064 1.832 -1.496 -1.578


No. 4
Formula: C41H55BHfN10S3SbSe4
Source: the Open Molecules 2025 dataset
Level of theory: ωB97M-V/def2-TZVPD

Calculated values
ΔE to the lowest compared entry with this formula, charge and spin in eV: 0.0738
Kohn-Sham gap in eV: 6.6

Structure (ORCA input):
```
! RIJCOSX wB97M-V def2-TZVPD def2/J DEFGRID3
* xyz 1 1
Hf -1.9982 -0.9114 -0.8355
C -2.2729 4.5241 -0.3434
C -1.0892 3.7264 -0.7806
C -0.0758 4.2598 -1.5281
C 0.9978 3.4392 -1.9209
N 0.9905 2.1631 -1.6385
N 0.0045 1.6243 -0.9325
B 0.1138 0.0862 -0.7040
N 0.6634 -0.1510 0.7233
N 1.0195 0.9137 1.4266
C 1.5522 0.7681 2.6094
C 1.7525 -0.5186 3.1525
C 1.3968 -1.6264 2.4313
C 1.6077 -3.0149 2.9445
C 0.8340 -1.4154 1.1474
S 0.3837 -2.6862 0.0913
C 1.9404 2.0270 3.3656
C 0.9611 2.2040 4.5354
C 1.8664 3.2479 2.4458
C 3.3735 1.8789 3.8959
N 1.2607 -0.4310 -1.6388
N 2.4768 -0.4088 -1.0971
C 3.5027 -0.8512 -1.7630
C 3.3341 -1.4281 -3.0451
C 2.1022 -1.4237 -3.6284
C 1.8325 -2.0448 -4.9604
C 1.0333 -0.8298 -2.8941
S -0.5132 -0.5637 -3.5482
C 4.8766 -0.7194 -1.1280
C 5.5621 -2.0904 -1.0641
C 4.7718 -0.1398 0.2844
C 5.7051 0.2326 -2.0072
C -1.0082 2.3511 -0.4318
S -2.1465 1.6051 0.6099
C 2.2508 3.9297 -2.6362
C 2.5608 3.0127 -3.8263
C 2.0976 5.3700 -3.1202
C 3.4012 3.8519 -1.6181
H -2.2259 5.5378 -0.7364
H -3.1881 4.0423 -0.6927
H -2.3299 4.5536 0.7459
H -0.1132 5.3001 -1.8218
H 2.1920 -0.6324 4.1351
H 1.9103 -2.9970 3.9900
H 0.7023 -3.6133 2.8364
H 2.3851 -3.5149 2.3631
H -0.0644 2.2854 4.1686
H 1.0158 1.3620 5.2292
H 1.2039 3.1134 5.0872
H 0.8561 3.3843 2.0591
H 2.1546 4.1436 2.9978
H 2.5411 3.1290 1.5963
H 3.4390 1.1325 4.6891
H 4.0562 1.5934 3.0925
H 3.7144 2.8277 4.3110
H 4.1798 -1.8798 -3.5472
H 2.7601 -2.3353 -5.4496
H 1.2124 -2.9332 -4.8176
H 1.2779 -1.3617 -5.6022
H 4.9464 -2.8089 -0.5194
H 5.7618 -2.4898 -2.0594
H 6.5169 -1.9958 -0.5454
H 4.2303 -0.8208 0.9445
H 5.7724 0.0173 0.6906
H 4.2432 0.8133 0.2734
H 5.8130 -0.1561 -3.0213
H 5.2288 1.2135 -2.0641
H 6.7024 0.3573 -1.5827
H 1.7735 3.0754 -4.5805
H 3.5044 3.3045 -4.2913
H 2.6416 1.9761 -3.4987
H 1.2628 5.4671 -3.8173
H 1.9407 6.0541 -2.2837
H 3.0071 5.6789 -3.6352
H 3.5093 2.8287 -1.2556
H 4.3395 4.1654 -2.0803
H 3.2065 4.5035 -0.7630
N -2.1412 -1.3453 1.7585
C -3.2594 -0.6719 2.3364
C -3.2901 -0.2755 3.6455
C -4.4306 0.3526 4.1792
C -5.5269 0.5787 3.3973
C -5.5161 0.2038 2.0353
C -6.5973 0.4390 1.1568
C -6.5047 0.0338 -0.1442
C -5.3210 -0.5768 -0.5867
N -4.2771 -0.7848 0.1880
C -4.3691 -0.4208 1.4985
H -1.4011 -1.4107 2.4457
H -2.4370 -2.2882 1.4936
H -2.4307 -0.4588 4.2808
H -4.4361 0.6363 5.2229
H -6.4166 1.0394 3.8075
H -7.4805 0.9426 1.5301
H -7.3055 0.1997 -0.8504
H -5.2433 -0.9136 -1.6134
Se -5.2604 -0.5056 -5.1110
Sb -3.0088 -1.8558 -4.9960
Se -3.3270 1.1994 -2.3293
Se -3.1733 -2.7760 -2.7300
Se -3.3774 0.8163 -4.5679
C -1.8516 -6.7686 1.5440
C -2.7115 -5.6664 1.0285
C -4.0709 -5.5622 0.8410
C -4.2921 -4.2728 0.3318
N -3.1386 -3.6105 0.2062
N -2.1986 -4.4822 0.6551
C -5.6180 -3.6989 -0.0406
H -2.4671 -7.5433 1.9938
H -1.1581 -6.3910 2.2963
H -1.2666 -7.2142 0.7384
H -4.8145 -6.3158 1.0395
H -1.2175 -4.2333 0.6045
H -6.3721 -4.4820 -0.0049
H -5.5825 -3.2907 -1.0508
H -5.9111 -2.9092 0.6526
*
```

Mulliken atomic charge list, values in e, 5 entries: -1.103 -1.804 -0.164 -0.596 -0.297


- The lowest Kohn-Sham gap belongs to which entry?
  C41H54LaN7PS2Si